No. 1
{
  "formula": "C6H20N10O8Zn",
  "method": "ωB97M-V/def2-TZVPD",
  "charge": 0,
  "homo_energy_ev": -3.83,
  "spin_multiplicity": 1,
  "homo_lumo_gap_ha": 0.1314,
  "symbols": ["Zn", "C", "O", "O", "O", "C", "O", "N", "N", "H", "H", "H", "H", "C", "O", "N", "N", "H", "H", "H", "H", "C", "O", "N", "N", "H", "H", "H", "H", "C", "O", "N", "N", "H", "H", "H", "H", "C", "O", "N", "N", "H", "H", "H", "H"],
  "xyz": [[0.010, -0.033, 0.220], [1.906, -0.958, 2.600], [1.391, -0.586, 3.702], [1.318, -0.897, 1.480], [2.950, -1.627, 2.834], [2.602, 1.693, -0.245], [1.383, 1.485, -0.233], [3.241, 2.043, 0.839], [3.371, 1.547, -1.348], [4.247, 2.062, 0.892], [2.806, 2.388, 1.680], [2.953, 2.102, -2.083], [4.293, 1.882, -1.105], [1.009, -1.237, -2.596], [0.596, -0.954, -1.454], [0.500, -2.132, -3.393], [2.061, -0.673, -3.072], [-0.173, -2.841, -3.150], [0.842, -2.154, -4.340], [2.650, -1.100, -3.769], [2.411, 0.137, -2.584], [-1.880, 1.426, -1.803], [-1.376, 0.831, -0.874], [-1.236, 2.015, -2.792], [-3.180, 1.424, -1.963], [-0.237, 2.086, -2.672], [-1.697, 2.462, -3.566], [-3.745, 0.953, -1.276], [-3.506, 2.007, -2.716], [-1.570, -2.700, 0.915], [-1.396, -1.524, 0.674], [-2.530, -3.098, 1.721], [-1.128, -3.733, 0.217], [-3.047, -2.350, 2.154], [-2.662, -4.091, 1.788], [-0.479, -3.756, -0.552], [-1.523, -4.627, 0.453], [-1.205, 1.434, 2.653], [-0.655, 1.277, 1.577], [-2.307, 2.148, 2.873], [-0.703, 0.967, 3.804], [-2.752, 2.728, 2.180], [-2.607, 2.330, 3.816], [-1.048, 1.314, 4.684], [0.105, 0.330, 3.828]]
}



No. 2
{
  "formula": "C6H20N2Nb",
  "method": "ωB97M-V/def2-TZVPD",
  "charge": -1,
  "homo_energy_ev": -3.97,
  "spin_multiplicity": 1,
  "homo_lumo_gap_ha": 0.2707,
  "symbols": ["C", "C", "C", "C", "N", "Nb", "C", "C", "N", "H", "H", "H", "H", "H", "H", "H", "H", "H", "H", "H", "H", "H", "H", "H", "H", "H", "H", "H", "H"],
  "xyz": [[-1.397, 2.353, 2.001], [-2.017, 0.971, 1.889], [-2.181, 0.455, 0.451], [-1.090, -0.563, 0.054], [0.255, 0.038, 0.203], [1.770, -1.135, -0.710], [1.483, -2.706, 0.935], [1.872, 0.293, -2.483], [0.599, 0.947, -2.902], [-1.998, 3.086, 1.470], [-1.327, 2.639, 3.049], [-0.389, 2.383, 1.604], [-1.419, 0.251, 2.439], [-3.008, 1.035, 2.338], [-2.157, 1.274, -0.266], [-3.132, -0.067, 0.365], [-1.199, -1.426, 0.702], [-1.278, -0.856, -0.976], [0.237, 0.997, -0.127], [0.618, -2.178, -1.709], [3.157, -2.099, -1.409], [3.072, -0.272, 0.251], [1.661, -2.209, 1.887], [0.447, -3.046, 0.943], [2.105, -3.589, 0.819], [2.290, -0.197, -3.362], [2.593, 1.072, -2.230], [0.635, 1.953, -2.829], [-0.200, 0.596, -2.397]]
}



No. 3
{
  "formula": "C6H20NO3",
  "method": "ωB97M-V/def2-TZVPD",
  "charge": 0,
  "homo_energy_ev": [-2.87, -9.40],
  "spin_multiplicity": 2,
  "homo_lumo_gap_ha": [0.1265, 0.3629],
  "s_squared": 0.75,
  "symbols": ["C", "C", "C", "C", "C", "C", "N", "H", "H", "H", "H", "H", "H", "H", "H", "H", "H", "H", "H", "H", "H", "H", "H", "O", "H", "H", "O", "H", "H", "O"],
  "xyz": [[-1.224, -1.215, 0.974], [-1.826, -0.055, 0.160], [-0.952, 0.362, -1.022], [2.453, 2.244, -1.046], [1.020, 1.814, -1.291], [0.449, 0.781, -0.682], [-1.015, -2.457, 0.130], [-0.286, -0.935, 1.418], [-1.858, -1.528, 1.799], [-2.798, -0.468, -0.123], [-2.030, 0.736, 0.880], [-1.008, -0.406, -1.806], [-1.553, 1.137, -1.515], [3.083, 1.390, -0.816], [2.761, 2.813, -1.922], [2.517, 2.913, -0.196], [0.488, 2.297, -2.094], [0.917, 0.214, 0.113], [-1.562, -3.193, 0.609], [-0.009, -2.700, 0.126], [-1.336, -2.351, -0.826], [-1.570, 3.519, 1.361], [-2.266, 3.461, 0.016], [-2.254, 3.037, 0.881], [2.223, -2.808, -0.545], [1.699, -2.090, -1.830], [1.473, -2.754, -1.164], [1.131, -1.076, 3.452], [1.964, -1.724, 2.441], [1.368, -0.956, 2.519]]
}



No. 4
{
  "formula": "C6H20O6",
  "method": "ωB97M-V/def2-TZVPD",
  "charge": 0,
  "homo_energy_ev": -9.54,
  "spin_multiplicity": 1,
  "homo_lumo_gap_ha": 0.3636,
  "symbols": ["O", "C", "C", "O", "H", "H", "H", "H", "H", "H", "O", "C", "C", "O", "H", "H", "H", "H", "H", "H", "C", "O", "H", "H", "H", "H", "C", "O", "H", "H", "H", "H"],
  "xyz": [[0.879, -1.064, 1.620], [2.187, -0.501, 1.717], [3.127, -1.378, 0.879], [3.120, -1.009, -0.483], [0.849, -1.925, 2.040], [2.235, 0.548, 1.435], [2.516, -0.531, 2.763], [2.857, -2.427, 1.032], [4.152, -1.263, 1.240], [2.445, -1.507, -0.951], [-4.250, -0.466, -0.811], [-3.522, -0.157, 0.372], [-3.038, -1.415, 1.087], [-4.114, -1.958, 1.835], [-4.949, -1.046, -0.479], [-2.689, 0.513, 0.153], [-4.134, 0.441, 1.059], [-2.183, -1.113, 1.704], [-2.685, -2.128, 0.338], [-4.075, -2.915, 1.789], [1.809, 1.467, -3.808], [2.330, 1.652, -2.488], [2.074, 2.312, -4.442], [2.129, 0.519, -4.252], [0.727, 1.370, -3.665], [1.597, 1.545, -1.871], [-0.020, 2.405, 0.459], [0.304, 1.369, -0.457], [0.291, 3.347, 0.006], [-1.061, 2.352, 0.775], [0.623, 2.396, 1.348], [0.465, 0.569, 0.055]]
}



No. 5
{
  "formula": "C6H22NO5",
  "method": "ωB97M-V/def2-TZVPD",
  "charge": -1,
  "homo_energy_ev": -4.36,
  "spin_multiplicity": 1,
  "homo_lumo_gap_ha": 0.2703,
  "symbols": ["C", "O", "C", "C", "C", "C", "N", "C", "H", "H", "H", "H", "H", "H", "H", "H", "H", "H", "H", "H", "H", "H", "H", "H", "O", "H", "H", "O", "H", "H", "O", "H", "H", "O"],
  "xyz": [[0.635, 0.924, -1.657], [1.905, 1.070, -1.144], [-0.164, -0.163, -0.902], [-0.688, 0.160, 0.489], [0.304, 0.812, 1.428], [1.436, -0.076, 1.995], [1.103, -1.479, 2.268], [1.784, -2.459, 1.418], [0.628, 0.625, -2.719], [0.138, 1.876, -1.400], [0.474, -1.032, -0.790], [-0.857, -0.603, -1.611], [-1.495, 0.893, 0.418], [-1.061, -0.772, 0.919], [0.825, 1.678, 1.007], [-0.171, 1.366, 2.256], [2.212, -0.039, 1.237], [1.868, 0.353, 2.906], [0.102, -1.635, 2.224], [1.216, -2.704, 0.508], [2.750, -2.086, 1.102], [1.857, -3.401, 1.971], [-1.516, -0.345, -3.366], [-1.615, 1.132, -3.585], [-2.042, 0.298, -3.823], [-3.662, 0.723, -0.757], [-2.486, 1.622, -1.186], [-3.380, 1.639, -0.840], [-3.346, 0.589, 1.763], [-2.228, -0.164, 2.470], [-3.070, 0.267, 2.619], [3.884, -0.755, -1.663], [2.563, 0.008, -1.057], [3.200, -0.971, -1.016]]
}



No. 6
{
  "formula": "C6H23N2O3",
  "method": "ωB97M-V/def2-TZVPD",
  "charge": 1,
  "homo_energy_ev": -12.19,
  "spin_multiplicity": 1,
  "homo_lumo_gap_ha": 0.3445,
  "symbols": ["N", "C", "C", "N", "C", "C", "C", "C", "H", "H", "H", "H", "H", "H", "H", "H", "H", "H", "H", "H", "H", "H", "H", "H", "H", "H", "H", "O", "H", "H", "O", "H", "H", "O"],
  "xyz": [[-1.994, 0.274, 0.915], [-2.243, -0.919, 0.048], [-0.889, -1.568, -0.283], [0.151, -0.560, -0.384], [0.425, 0.055, -1.668], [1.063, -0.717, 1.878], [1.416, -0.917, 0.427], [2.591, -0.051, 0.070], [-1.783, -0.096, 1.840], [-1.120, 0.718, 0.509], [-2.705, 1.000, 0.968], [-2.947, -0.618, -0.730], [-2.836, -1.712, 0.527], [-0.557, -2.194, 0.548], [-0.823, -2.073, -1.241], [1.033, -0.541, -2.382], [-0.552, 0.016, -2.160], [0.911, 1.013, -1.608], [0.322, -1.423, 2.309], [1.866, -1.022, 2.560], [0.683, 0.283, 2.053], [1.614, -1.943, 0.093], [2.250, 0.971, 0.149], [2.965, -0.231, -0.934], [3.435, -0.249, 0.731], [0.579, 5.216, 1.442], [-0.722, 4.442, 1.605], [-0.257, 5.028, 1.013], [0.481, 1.941, -0.218], [-0.355, 3.191, -0.505], [-0.309, 2.396, 0.042], [-0.524, -4.528, -1.710], [0.313, -3.917, -2.889], [0.193, -3.918, -1.937]]
}



> charge of number 4 (C6H20O6)?

0